Record 1
The following is a quantum chemistry calculation of a 2-piece molecular cluster, C15H31Cl3N6OP overall at a distorted geometry, from the OMol25 dataset.

Structure (ORCA input):
```
! RIJCOSX wB97M-V def2-TZVPD def2/J DEFGRID3
* xyz 1 1
C 2.647 -0.310 2.044
C 4.069 0.101 2.502
C 5.105 0.300 1.354
C 4.922 -0.621 0.108
C 4.647 0.211 -1.191
C 3.245 -0.109 -1.822
C 2.622 1.211 -2.318
C 1.226 1.030 -2.988
C 0.553 2.428 -3.091
C -0.928 2.477 -2.624
C -1.176 1.727 -1.343
N -2.240 1.093 -0.907
C -1.929 0.539 0.305
N -2.700 -0.206 1.086
C -4.093 -0.469 0.565
C -4.997 -0.877 1.749
N -5.425 0.052 2.477
P -2.248 -0.956 2.625
N -1.613 -2.493 2.110
O -0.966 -0.136 3.332
N -0.662 0.870 0.558
N -0.184 1.619 -0.452
H 2.329 0.164 1.099
H 1.901 -0.104 2.831
H 2.646 -1.406 1.902
H 3.962 1.085 2.998
H 4.445 -0.562 3.295
H 6.095 0.078 1.786
H 5.137 1.366 1.086
H 5.899 -1.102 -0.064
H 4.205 -1.441 0.242
H 5.416 0.037 -1.956
H 4.638 1.288 -0.956
H 2.596 -0.689 -1.148
H 3.421 -0.734 -2.717
H 2.532 1.893 -1.446
H 3.296 1.698 -3.040
H 0.663 0.295 -2.393
H 1.386 0.569 -3.975
H 1.117 3.208 -2.554
H 0.571 2.732 -4.149
H -1.578 2.050 -3.400
H -1.206 3.537 -2.502
H -4.533 0.436 0.136
H -3.979 -1.294 -0.152
H -5.231 -1.932 1.915
H -5.998 -0.366 3.218
H -1.219 -2.455 1.171
H -0.954 -2.867 2.790
H -0.156 -0.612 3.064
H -0.006 0.675 1.305
H 0.751 2.004 -0.491
C -7.605 -3.016 -0.510
Cl -6.038 -3.542 0.130
Cl -8.898 -4.044 0.098
Cl -7.905 -1.324 -0.102
H -7.576 -3.106 -1.589
*
```

Properties
HOMO-LUMO gap in eV: 9.420
E in eV: -73895.5342
Energy above the lowest of the compared OMol25 structures with the same formula, charge and spin in eV: 0.0000
LUMO energy in eV: -2.55
E_HOMO in eV: -11.97

Mulliken atomic charge list, values in e, 8 entries:
1 C -0.094
2 C -0.842
3 C -0.804
4 C -0.765
5 C -0.966
6 C -0.729
7 C -0.750
8 C -0.650

***

Record 2
The following is a quantum chemistry calculation of C27H43BrN2OP2Sn as an isolated structure at a distorted geometry, from the OMol25 dataset.

Structure (ORCA input):
```
! RIJCOSX wB97M-V def2-TZVPD def2/J DEFGRID3
* xyz 4 1
C -5.950 -0.564 -1.430
C -5.098 -0.033 -2.416
C -5.691 0.431 -3.602
C -7.080 0.313 -3.763
N -7.857 -0.187 -2.804
C -7.323 -0.621 -1.667
C -3.675 -0.006 -2.154
C -2.829 -0.714 -1.479
C -2.149 -1.773 -0.829
C -1.484 -1.481 0.377
C -0.558 -2.376 0.897
C -0.263 -3.530 0.155
C -1.016 -3.900 -0.966
C -1.927 -2.997 -1.499
Sn -1.493 0.984 -1.836
P 1.022 1.628 1.449
H -5.079 0.884 -4.380
H -5.556 -0.898 -0.474
H -7.558 0.646 -4.692
H -8.007 -1.022 -0.915
H -2.394 -3.176 -2.474
H -1.633 -0.502 0.844
H -0.866 -4.877 -1.421
H -0.072 -2.166 1.847
C 2.801 1.759 1.955
C 3.378 3.126 2.302
H 3.361 1.310 1.119
H 2.889 1.054 2.793
H 4.354 2.999 2.788
H 3.538 3.737 1.405
H 2.741 3.688 2.995
C 0.664 3.265 0.696
C -0.825 3.528 0.483
H 1.210 3.281 -0.264
H 1.127 4.043 1.319
H -0.953 4.354 -0.229
H -1.348 2.644 0.060
H -1.312 3.820 1.423
C 0.166 1.731 3.094
C 0.384 2.960 3.965
H 0.507 0.814 3.608
H -0.907 1.599 2.871
H -0.296 2.905 4.825
H 1.402 3.010 4.367
H 0.166 3.895 3.434
Br 1.145 -4.671 0.703
P 2.131 -0.379 -2.811
C 2.015 1.188 -1.851
C 3.239 2.032 -2.217
H 1.986 0.950 -0.764
H 1.074 1.721 -2.097
H 3.228 3.013 -1.730
H 4.171 1.525 -1.939
H 3.255 2.198 -3.302
C 2.762 -1.548 -1.552
C 3.684 -2.525 -2.272
H 1.943 -2.080 -1.050
H 3.300 -0.989 -0.777
H 4.128 -3.246 -1.583
H 3.142 -3.087 -3.036
H 4.498 -1.995 -2.770
C 0.427 -1.055 -2.920
C -0.236 -0.579 -4.216
H -0.004 -0.709 -1.954
H 0.426 -2.153 -2.838
H -1.255 -0.970 -4.345
H -0.273 0.520 -4.285
H 0.366 -0.936 -5.068
C 2.014 -1.521 5.608
C 1.657 -1.955 4.212
N 1.626 -3.296 4.033
O 1.420 -1.169 3.279
H 1.402 -2.057 6.343
H 1.856 -0.444 5.717
H 3.067 -1.761 5.811
H 1.466 -3.675 3.109
H 1.826 -3.931 4.787
*
```

Properties
HOMO-LUMO gap (alpha / beta) in eV: 4.255 / 3.800
E in eV: -128128.3559
Energy above the lowest of the compared OMol25 structures with the same formula, charge and spin in eV: 3.7734
LUMO energy (alpha / beta) in eV: -14.77 / -15.23
E_HOMO (alpha / beta) in eV: -19.03 / -19.03

Mulliken atomic charge list, values in e, 8 entries:
1 C -0.507
2 C 0.827
3 C -0.370
4 C -0.409
5 N -0.411
6 C -0.405
7 C -0.291
8 C -0.055

***

Record 3
The following is a quantum chemistry calculation of a 3-piece molecular cluster, C12H26O11P2S overall at a distorted geometry, from the OMol25 dataset.

Structure (ORCA input):
```
! RIJCOSX wB97M-V def2-TZVPD def2/J DEFGRID3
* xyz 0 1
C -2.092 -3.523 0.177
C -2.253 -2.813 -1.291
C -2.087 -1.182 -1.300
P -1.371 -0.429 0.302
C -3.013 0.522 0.704
C -4.288 -0.467 0.999
C -5.739 0.365 0.966
S -6.171 1.016 -0.750
O -5.378 2.325 -1.131
O -7.688 1.423 -0.882
O -5.808 -0.116 -1.996
P 0.590 -1.294 -0.117
O 1.153 -0.505 -1.603
O 1.651 -0.595 1.123
H -2.682 -4.559 0.109
H -2.573 -2.941 1.070
H -0.962 -3.824 0.345
H -3.298 -3.181 -1.727
H -1.425 -3.299 -1.993
H -3.127 -0.654 -1.554
H -1.359 -0.911 -2.203
H -0.735 0.894 0.230
H -1.337 -1.060 1.606
H -2.826 1.134 1.707
H -3.182 1.306 -0.148
H -4.230 -0.906 2.108
H -4.417 -1.341 0.226
H -5.780 1.187 1.804
H -6.589 -0.419 1.241
H -5.921 -1.031 -1.602
H 0.621 0.367 -1.594
H 1.077 -0.439 1.933
C 4.791 -0.835 0.453
C 5.255 -1.113 -0.939
O 6.656 -0.928 -0.859
C 7.006 -1.117 0.447
O 8.156 -1.200 0.846
O 5.904 -1.202 1.247
H 3.910 -1.424 0.724
H 4.574 0.226 0.618
H 5.052 -2.144 -1.250
H 4.815 -0.429 -1.670
C 3.105 4.390 0.256
C 3.375 3.373 1.316
O 3.711 2.214 0.577
C 4.156 2.636 -0.643
O 4.686 1.914 -1.470
O 3.930 3.971 -0.815
H 3.367 5.403 0.574
H 2.061 4.380 -0.077
H 4.225 3.647 1.951
H 2.503 3.190 1.950
*
```

Properties
HOMO-LUMO gap in eV: 7.794
E in eV: -64794.0752
Structure (SMILES): CCC[PH2](CCCS(=O)(=O)O)P(O)O.O=C1OCCO1.O=C1OCCO1
LUMO energy in eV: -0.54
E_HOMO in eV: -8.33

Mulliken atomic charge list, values in e, 8 entries:
1 C -0.863
2 C -0.424
3 C -0.575
4 P 0.031
5 C -1.005
6 C -0.194
7 C -0.758
8 S 1.057

***

Record 4
The following is a quantum chemistry calculation of C2H6NO as an isolated structure at a distorted geometry, from the OMol25 dataset.

Structure (ORCA input):
```
! RIJCOSX wB97M-V def2-TZVPD def2/J DEFGRID3
* xyz 1 1
C 1.459 0.421 -0.011
C -0.072 0.507 0.094
N -0.461 -0.860 -0.037
O 2.014 -0.615 -0.120
H 2.171 1.622 -0.083
H -0.350 0.743 1.081
H -0.468 1.181 -0.670
H 0.456 -1.321 -0.253
H -1.314 -1.232 -0.472
H -0.537 -1.310 0.862
*
```

Properties
HOMO-LUMO gap in eV: 11.781
E in eV: -5700.0340
Energy above the lowest of the compared OMol25 structures with the same formula, charge and spin in eV: 1.4510
LUMO energy in eV: -4.00
E_HOMO in eV: -15.78

Mulliken atomic charge list, values in e, 8 entries:
1 C 0.213
2 C -0.459
3 N -0.312
4 O -0.402
5 H 0.301
6 H 0.294
7 H 0.331
8 H 0.344

***

Record 5
The following is a quantum chemistry calculation of H6O7PTl as an isolated structure at a distorted geometry, from the OMol25 dataset.

Structure (ORCA input):
```
! RIJCOSX wB97M-V def2-TZVPD def2/J DEFGRID3
* xyz 0 1
Tl 0.757 0.110 -0.405
P -1.444 1.016 0.990
O 0.019 1.404 1.236
O -2.243 0.700 2.285
O -1.408 -0.130 -0.034
O -2.102 2.133 0.177
O 0.123 -2.064 -0.334
H 0.309 -2.669 -1.053
H -0.471 -2.548 0.239
O -0.551 1.787 -1.303
H -0.927 2.151 -0.501
H -0.199 2.546 -1.769
O 2.426 -1.224 0.085
H 2.799 -1.462 0.934
H 2.914 -1.750 -0.548
*
```

Properties
HOMO-LUMO gap in eV: 4.140
E in eV: -28407.7343
Energy above the lowest of the compared OMol25 structures with the same formula, charge and spin in eV: 2.5927
LUMO energy in eV: -3.49
E_HOMO in eV: -7.63

Mulliken atomic charge list, values in e, 8 entries:
1 Tl 1.310
2 P 0.805
3 O -0.663
4 O -0.702
5 O -0.620
6 O -0.655
7 O -0.444
8 H 0.299

***

Record 6
The following is a quantum chemistry calculation of C17H20Br36NO5S as an isolated structure at a distorted geometry, from the OMol25 dataset.

Structure (ORCA input):
```
! RIJCOSX wB97M-V def2-TZVPD def2/J DEFGRID3
* xyz -1 1
C 0.564 -0.338 0.812
C -0.193 -1.583 1.319
O 0.384 -2.158 2.482
C 1.597 -2.762 2.208
O 1.423 -3.973 1.478
C 2.421 -4.244 0.601
O 2.855 -5.360 0.555
N 2.929 -3.208 -0.283
S 4.564 -3.453 -0.756
C 2.048 -3.047 -1.424
O 2.425 -2.477 -2.445
O 0.895 -3.505 -1.244
H 1.379 -0.704 0.176
H 1.065 0.175 1.639
H -0.094 0.325 0.253
H -0.348 -2.302 0.511
H -1.190 -1.233 1.610
H 2.020 -3.031 3.184
H 2.316 -2.079 1.744
H 5.245 -2.932 0.293
C 1.796 -1.148 -5.411
Br 1.388 -2.923 -6.014
Br 3.463 -0.511 -6.149
Br 0.354 0.087 -5.747
H 1.925 -1.208 -4.334
C -1.127 -1.166 5.917
Br 0.618 -1.944 6.181
Br -1.055 0.367 4.754
Br -2.406 -2.468 5.297
H -1.469 -0.818 6.881
C 4.027 -2.240 9.033
Br 2.351 -2.116 9.976
Br 5.121 -3.677 9.704
Br 3.766 -2.369 7.130
H 4.564 -1.320 9.219
C -2.025 2.743 -3.036
Br -3.730 2.947 -2.154
Br -0.988 1.320 -2.273
Br -2.232 2.533 -4.941
H -1.473 3.659 -2.876
C -4.492 6.183 -5.111
Br -5.820 5.849 -3.757
Br -5.296 6.733 -6.777
Br -3.163 7.442 -4.512
H -3.982 5.246 -5.297
C -3.092 -2.411 -2.801
Br -3.564 -0.650 -3.431
Br -1.488 -3.064 -3.645
Br -2.998 -2.420 -0.872
H -3.896 -3.077 -3.079
C 6.102 -1.197 12.931
Br 6.847 -2.905 13.422
Br 6.707 -0.627 11.191
Br 4.180 -1.195 13.057
H 6.469 -0.474 13.644
C 8.156 -0.880 -0.485
Br 6.819 -0.248 -1.715
Br 7.457 -1.059 1.305
Br 8.970 -2.517 -1.097
H 8.935 -0.133 -0.446
C -3.439 2.745 1.896
Br -1.525 2.947 1.890
Br -3.941 0.939 2.329
Br -4.287 4.041 3.047
H -3.790 2.936 0.891
C -4.186 4.023 -9.573
Br -5.165 2.414 -9.972
Br -3.111 3.827 -7.987
Br -3.136 4.615 -11.077
H -4.913 4.796 -9.368
C -1.702 -6.623 -1.465
Br -2.603 -7.053 -3.142
Br -0.597 -8.093 -0.870
Br -0.692 -4.955 -1.558
H -2.482 -6.502 -0.724
C -6.433 9.792 -4.164
Br -7.760 9.455 -2.810
Br -7.234 10.340 -5.828
Br -5.103 11.050 -3.564
H -5.923 8.855 -4.349
*
```

Properties
HOMO-LUMO gap in eV: 6.609
E in eV: -2562042.8161
Energy above the lowest of the compared OMol25 structures with the same formula, charge and spin in eV: 0.0000
LUMO energy in eV: 0.74
E_HOMO in eV: -5.86

Mulliken atomic charge list, values in e, 8 entries:
1 C -0.567
2 C 0.878
3 O -0.224
4 C -0.444
5 O -0.147
6 C 0.363
7 O -0.591
8 N 0.146

***

Record 7
The following is a quantum chemistry calculation of a 2-piece molecular cluster, C2H6O3PS overall at a distorted geometry, from the OMol25 dataset.

Structure (ORCA input):
```
! RIJCOSX wB97M-V def2-TZVPD def2/J DEFGRID3
* xyz -1 1
C -1.048 -0.696 -0.451
C -0.183 0.387 0.086
O -0.515 2.763 1.677
O -2.200 0.836 2.138
O 1.653 -1.322 -1.426
P -1.191 1.518 1.219
S 2.863 -1.145 -0.533
H -1.990 -0.350 -0.774
H -0.374 -1.243 -1.204
H -1.273 -1.607 0.265
H 0.306 0.840 -0.801
H 0.631 -0.184 0.631
H 3.323 0.203 -0.827
*
```

Properties
HOMO-LUMO gap in eV: 4.261
E in eV: -28438.0367
Energy above the lowest of the compared OMol25 structures with the same formula, charge and spin in eV: 3.3949
LUMO energy in eV: 1.97
E_HOMO in eV: -2.29

Mulliken atomic charge list, values in e, 8 entries:
1 C -1.073
2 C -0.044
3 O -0.564
4 O -0.560
5 O -0.644
6 P 0.795
7 S -0.319
8 H 0.392

***

Record 8
The following is a quantum chemistry calculation of C32H83N5O2 as an isolated structure at a distorted geometry, from the OMol25 dataset.

Structure (ORCA input):
```
! RIJCOSX wB97M-V def2-TZVPD def2/J DEFGRID3
* xyz 0 1
C -2.366 3.090 1.332
C -3.026 1.690 1.354
N -4.077 1.533 0.340
C -4.834 0.324 0.719
C -5.946 0.040 -0.337
C -3.609 1.659 -1.063
C -2.816 0.466 -1.522
H -1.709 3.369 2.155
H -3.077 3.909 1.220
H -1.773 3.130 0.418
H -2.170 1.050 1.140
H -3.379 1.504 2.368
H -4.149 -0.507 0.890
H -5.332 0.486 1.676
H -5.570 -0.400 -1.260
H -6.762 -0.619 -0.040
H -6.443 0.994 -0.514
H -3.054 2.579 -1.247
H -4.481 1.767 -1.710
H -3.292 -0.469 -1.229
H -1.857 0.402 -1.009
H -2.723 0.563 -2.604
C -0.764 -1.331 -5.710
C -1.531 -0.498 -4.695
N -0.609 0.277 -3.863
C -0.042 -0.525 -2.751
C 1.157 0.123 -2.005
C -1.360 1.447 -3.376
C -1.434 2.557 -4.414
H -1.439 -1.940 -6.311
H -0.109 -2.052 -5.222
H -0.179 -0.744 -6.417
H -2.202 0.131 -5.279
H -2.157 -1.150 -4.085
H -0.884 -0.645 -2.070
H 0.175 -1.523 -3.134
H 1.027 1.142 -1.641
H 1.440 -0.460 -1.129
H 1.941 0.132 -2.763
H -0.877 1.863 -2.492
H -2.366 1.148 -3.082
H -2.068 2.247 -5.245
H -0.448 2.816 -4.800
H -1.838 3.450 -3.937
C 2.500 2.024 -0.976
C 2.845 1.591 0.442
N 4.120 0.832 0.590
C 4.063 -0.369 -0.204
C 5.437 -1.121 -0.125
C 4.503 0.647 2.012
C 3.525 -0.194 2.824
H 2.643 1.202 -1.677
H 3.199 2.807 -1.270
H 1.488 2.424 -1.033
H 2.923 2.481 1.067
H 2.069 0.993 0.921
H 3.249 -1.030 0.092
H 3.981 -0.171 -1.273
H 5.608 -1.590 0.844
H 5.348 -1.929 -0.850
H 6.253 -0.466 -0.432
H 4.498 1.662 2.409
H 5.538 0.340 2.165
H 3.795 -0.208 3.880
H 3.513 -1.242 2.522
H 2.539 0.269 2.793
C 1.605 -1.167 3.779
C 0.390 -0.253 4.116
N -0.664 -0.313 3.064
C -1.757 0.551 3.416
C -1.337 2.021 3.670
C -1.158 -1.658 2.724
C -2.147 -1.644 1.564
H 1.241 -2.190 3.685
H 2.338 -1.113 4.584
H 2.143 -0.934 2.860
H 0.018 -0.425 5.126
H 0.831 0.742 4.175
H -2.323 0.159 4.261
H -2.400 0.504 2.537
H -0.620 2.335 2.912
H -0.846 2.194 4.628
H -2.185 2.704 3.717
H -0.281 -2.233 2.428
H -1.520 -2.127 3.639
H -1.665 -1.044 0.792
H -2.348 -2.657 1.215
H -3.099 -1.159 1.778
C 2.646 -2.799 -2.712
C 2.400 -3.159 -1.225
N 1.217 -2.503 -0.647
C -0.020 -2.805 -1.408
C -1.247 -2.019 -0.939
C 0.985 -2.957 0.732
C 2.088 -2.235 1.646
H 2.741 -1.717 -2.800
H 1.892 -3.162 -3.409
H 3.535 -3.339 -3.040
H 2.216 -4.224 -1.083
H 3.306 -2.936 -0.662
H 0.052 -2.524 -2.458
H -0.247 -3.870 -1.354
H -2.069 -2.287 -1.602
H -1.522 -2.206 0.099
H -1.102 -0.942 -1.023
H 1.021 -4.034 0.893
H 0.050 -2.647 1.198
H 1.972 -2.477 2.702
H 2.063 -1.159 1.474
H 3.076 -2.608 1.377
C 0.442 3.822 1.381
O 1.110 2.747 0.690
H 0.729 3.767 2.431
H 0.702 4.761 0.892
H -0.641 3.731 1.300
H 0.880 1.892 1.060
C 0.127 0.653 0.388
O 0.558 0.923 1.695
H 0.522 1.413 -0.285
H 0.504 -0.326 0.091
H -0.957 0.652 0.268
H 0.133 0.302 2.291
*
```

Properties
HOMO-LUMO gap in eV: 7.877
E in eV: -46050.1249
Energy above the lowest of the compared OMol25 structures with the same formula, charge and spin in eV: 22.6248
LUMO energy in eV: 0.60
E_HOMO in eV: -7.28

Mulliken atomic charge list, values in e, 8 entries:
1 C -2.188
2 C -0.311
3 N 0.182
4 C -0.332
5 C -1.517
6 C -1.874
7 C 0.793
8 H 0.588

***

Record 9
The following is a quantum chemistry calculation of C3H6NS2 as an isolated structure at a distorted geometry, from the OMol25 dataset.

Structure (ORCA input):
```
! RIJCOSX wB97M-V def2-TZVPD def2/J DEFGRID3
* xyz 1 1
C 1.560 -0.222 -0.917
C 1.626 -0.505 0.384
C -1.016 -0.590 0.171
N -1.352 0.853 0.347
S 0.116 -0.188 -1.849
S 0.227 -1.195 1.216
H 2.453 -0.001 -1.479
H 2.539 -0.543 0.951
H -1.886 -1.216 0.045
H -2.323 1.053 0.071
H -0.727 1.409 -0.268
H -1.218 1.145 1.328
*
```

Properties
HOMO-LUMO gap in eV: 7.482
E in eV: -26360.1069
Energy above the lowest of the compared OMol25 structures with the same formula, charge and spin in eV: 1.2278
LUMO energy in eV: -5.32
E_HOMO in eV: -12.80

Mulliken atomic charge list, values in e, 8 entries:
1 C -0.226
2 C -0.225
3 C -0.493
4 N -0.278
5 S -0.050
6 S 0.043
7 H 0.349
8 H 0.386